*a*
Molecular formula: C9H14
Method: DFT, ωB97M-V/def2-TZVPD

2S+1 ... 2
Orbital gap (alpha / beta) ... 9.7 / 5.9 eV
HOMO level (alpha / beta) ... -14.2 / -14.2 eV
Net charge ... +1
Expectation value of S² ... 0.769

Atoms and positions in Å:
C -1.19 -0.05 0.90
C 0.44 1.58 -0.11
C -0.90 1.05 -0.03
C 0.68 2.68 -0.87
C -0.34 3.34 -1.57
C -1.95 1.69 -0.75
C -1.65 2.75 -1.54
H 1.22 1.10 0.47
H 1.69 3.08 -0.88
H -2.16 -0.50 0.67
H -1.42 0.40 1.87
H -0.24 4.25 -2.14
H -2.98 1.35 -0.79
H -2.42 3.22 -2.14
H -0.44 -0.83 0.98
C 2.03 -2.61 0.86
C 0.92 -3.62 0.58
H 1.63 -1.60 1.04
H 2.38 -2.83 1.87
H 2.87 -2.70 0.18
H 1.24 -4.59 0.95
H 0.68 -3.80 -0.45
H -0.08 -3.35 0.92

***

*b*
Molecular formula: C9H14
Method: DFT, ωB97M-V/def2-TZVPD

2S+1 ... 2
Orbital gap (alpha / beta) ... 9.8 / 5.7 eV
HOMO level (alpha / beta) ... -14.1 / -14.1 eV
Net charge ... +1
Expectation value of S² ... 0.767

Atoms and positions in Å:
C 0.54 -3.20 -0.72
C -0.44 -2.67 0.26
H 0.26 -3.14 -1.79
H 1.34 -2.62 -0.56
H 0.65 -4.32 -0.47
H -0.85 -1.63 0.04
H -1.41 -3.15 0.49
H -0.27 -2.57 1.43
C 2.22 1.39 0.31
C -0.20 0.71 0.94
C 0.71 1.57 0.21
C -1.55 0.67 0.71
C -1.99 1.58 -0.29
C 0.13 2.60 -0.48
C -1.23 2.58 -0.81
H 0.02 0.06 1.76
H -2.13 0.00 1.16
H 2.70 2.42 0.22
H 2.70 0.70 -0.49
H -2.96 1.29 -0.69
H 0.77 3.31 -1.02
H -1.61 3.39 -1.46
H 2.60 1.04 1.28

***

Ranking the structures above by stability puts *a* first and *b* last.